[1]
DFT (ωB97M-V/def2-TZVPD) results for the molecule C21H21ClN2O4 at a distorted geometry.

Each line ends with the Mulliken charge.
Element x y z (Å)
O (1.3012, 2.2168, -2.3786)  -0.679
C (1.4199, 1.0213, -2.2269)  0.252
N (0.4256, 0.1485, -2.4968)  -0.087
C (-0.8600, 0.5846, -3.0136)  -1.516
C (-1.9108, 0.7158, -1.9397)  0.994
C (-1.7863, 1.7189, -0.9890)  -0.603
C (-2.7261, 1.8936, 0.0233)  -0.904
C (-3.7939, 1.0286, 0.0407)  0.996
C (-3.9270, 0.0175, -0.9139)  0.534
C (-2.9977, -0.1626, -1.9095)  -0.987
O (-5.0687, -0.6945, -0.6655)  -0.509
C (-5.6449, -0.1131, 0.4846)  -0.361
O (-4.8495, 0.9729, 0.9096)  -0.512
C (2.7322, 0.3570, -1.7849)  0.224
C (3.7845, 1.4169, -1.4545)  -0.848
C (3.9982, 1.3338, 0.0426)  0.551
O (4.7043, 2.0455, 0.7192)  -0.686
N (3.2644, 0.2986, 0.5174)  0.184
C (3.3284, -0.1180, 1.8929)  -0.927
C (2.0369, 0.1722, 2.6777)  -1.214
C (0.9261, -0.7683, 2.3115)  0.220
C (-0.1658, -0.3393, 1.5662)  -0.415
C (-1.1605, -1.2231, 1.1883)  0.213
C (-1.0686, -2.5527, 1.5634)  0.167
Cl (-2.3100, -3.6581, 1.0805)  -0.231
C (0.0020, -3.0013, 2.3199)  -0.759
C (0.9897, -2.1063, 2.6877)  -0.374
C (2.5817, -0.4705, -0.4924)  -0.066
H (0.5400, -0.8305, -2.2909)  0.268
H (-1.1851, -0.1214, -3.7811)  0.474
H (-0.6842, 1.5629, -3.4705)  0.348
H (-0.9395, 2.3852, -1.0469)  0.590
H (-2.6307, 2.6745, 0.7585)  0.465
H (-3.1145, -0.9469, -2.6390)  0.386
H (-6.6599, 0.2428, 0.2486)  0.289
H (-5.7015, -0.8652, 1.2883)  0.285
H (3.0505, -0.2814, -2.6133)  0.582
H (3.4235, 2.4125, -1.7214)  0.316
H (4.7340, 1.2529, -1.9629)  0.311
H (3.5612, -1.1880, 1.9382)  0.425
H (4.1506, 0.4504, 2.3371)  0.436
H (1.7395, 1.2038, 2.4877)  0.346
H (2.2638, 0.0694, 3.7406)  0.493
H (-0.2439, 0.6962, 1.2684)  0.251
H (-1.9976, -0.8814, 0.6029)  0.276
H (0.0590, -4.0367, 2.6168)  0.437
H (1.8222, -2.4537, 3.2820)  0.462
H (1.5347, -0.6202, -0.2125)  -0.257
H (3.0524, -1.4595, -0.5904)  0.158

Max |F| (eV Å⁻¹): 1.31
Net charge: 0
SMILES: O=C(NCc1ccc2c(c1)OCO2)[C@H]1CC(=O)N(CCc2ccc(Cl)cc2)C1
Energy above the lowest of the compared OMol25 structures with the same formula, charge and spin (kcal/mol): 2.3
HOMO-LUMO gap (eV): 8.81
Highest occupied orbital energy (eV): -8.300


[2]
DFT (ωB97M-V/def2-TZVPD) results for a 7-piece molecular cluster, C21H21F7O21 overall at a distorted geometry.

Each line ends with the Mulliken charge.
Element x y z (Å)
O (15.6322, 13.2093, 23.6766)  -0.507
C (16.6683, 13.2174, 23.1079)  0.512
O (16.8644, 12.8462, 21.8210)  -0.098
C (18.2675, 12.8027, 21.5886)  -0.434
C (18.8055, 13.7201, 22.6618)  0.283
F (18.8283, 15.0178, 22.2307)  -0.285
O (17.8579, 13.5929, 23.6726)  -0.357
H (18.6089, 11.7676, 21.6630)  0.276
H (18.5058, 13.0922, 20.5663)  0.317
H (19.7965, 13.4679, 23.0262)  0.308
O (16.9647, 10.7524, 19.7683)  -0.566
C (15.8684, 10.9130, 19.3358)  0.612
O (15.5797, 11.3845, 18.1141)  -0.403
C (14.2006, 11.1215, 17.8358)  1.215
C (13.6072, 10.7493, 19.2002)  0.492
F (13.0716, 9.4846, 19.0691)  -0.245
O (14.7430, 10.5965, 20.0080)  -0.309
H (13.8133, 12.0107, 17.3479)  -0.283
H (14.0810, 10.2777, 17.1627)  -0.700
H (12.8700, 11.4222, 19.6240)  0.215
O (15.0784, 6.2090, 19.4412)  -0.509
C (16.1990, 6.5369, 19.6546)  0.523
O (17.1624, 5.7434, 20.1554)  -0.373
C (18.3969, 6.4671, 20.2362)  -0.435
C (18.0887, 7.7891, 19.5357)  0.598
F (18.6480, 7.8098, 18.2925)  -0.312
O (16.6931, 7.7780, 19.3975)  -0.153
H (18.7038, 6.5904, 21.2708)  0.306
H (19.1249, 5.9069, 19.6532)  0.294
H (18.3736, 8.6886, 20.0729)  0.019
O (12.8208, 14.0058, 18.7732)  -0.480
C (13.8119, 14.6506, 18.7944)  0.446
O (14.0437, 15.7276, 18.0152)  -0.302
C (15.1915, 16.4224, 18.5321)  -0.432
C (15.8873, 15.3459, 19.3785)  0.343
F (16.2936, 15.8123, 20.5726)  -0.325
O (14.8966, 14.3619, 19.5465)  -0.140
H (15.8069, 16.8007, 17.7234)  0.291
H (14.8229, 17.2452, 19.1458)  0.272
H (16.7227, 14.8980, 18.8368)  0.278
O (10.1338, 15.7272, 16.3554)  -0.514
C (10.5524, 14.6748, 16.0240)  0.586
O (11.7107, 14.4648, 15.3607)  -0.336
C (11.7430, 13.1029, 14.9583)  -0.449
C (10.7552, 12.4378, 15.8834)  0.571
F (11.3706, 11.9983, 17.0348)  -0.240
O (9.9055, 13.4838, 16.2396)  -0.357
H (11.4332, 13.0176, 13.9113)  0.296
H (12.7496, 12.6866, 14.9706)  0.293
H (10.2294, 11.6003, 15.4349)  0.200
O (16.6361, 8.6839, 14.4918)  -0.514
C (15.6790, 8.1205, 14.8989)  0.658
O (15.7010, 6.9107, 15.5069)  -0.352
C (14.3578, 6.4507, 15.7219)  -0.352
C (13.5074, 7.6935, 15.4526)  0.378
F (13.1175, 8.2771, 16.6259)  -0.243
O (14.4056, 8.5879, 14.8440)  -0.401
H (14.1808, 5.6883, 14.9655)  0.292
H (14.2607, 6.1050, 16.7469)  0.236
H (12.6693, 7.5083, 14.7909)  0.313
O (7.4296, 10.3328, 17.1379)  -0.491
C (8.1926, 9.4354, 17.1405)  0.604
O (8.0997, 8.3057, 17.8748)  -0.326
C (9.1034, 7.3910, 17.4638)  -0.541
C (10.0881, 8.2464, 16.6435)  0.809
F (10.3876, 7.6613, 15.4539)  -0.337
O (9.3340, 9.4081, 16.3946)  -0.321
H (9.5546, 6.9057, 18.3251)  0.330
H (8.6786, 6.6121, 16.8249)  0.249
H (10.9768, 8.4803, 17.2206)  0.003

Max |F| (eV Å⁻¹): 1.62
Net charge: 0
SMILES: O=C1OC[C@@H](F)O1.O=C1OC[C@@H](F)O1.O=C1OC[C@@H](F)O1.O=C1OC[C@@H](F)O1.O=C1OC[C@@H](F)O1.O=C1OC[C@@H](F)O1.O=C1OC[C@@H](F)O1
Energy above the lowest of the compared OMol25 structures with the same formula, charge and spin (kcal/mol): 0.0
HOMO-LUMO gap (eV): 11.58
Highest occupied orbital energy (eV): -11.281


[3]
DFT (ωB97M-V/def2-TZVPD) results for the molecule C21H21FN2O8S.

Each line ends with the Mulliken charge.
Element x y z (Å)
O (2.6673, 4.1983, 1.8433)  -0.670
C (2.2412, 3.0969, 1.5751)  0.568
C (2.9816, 1.8454, 2.0606)  -0.567
O (2.0982, 0.7517, 2.2938)  -0.333
C (2.3989, -0.4128, 1.7374)  0.420
O (3.4152, -0.6452, 1.1309)  -0.679
C (1.3306, -1.4651, 2.0186)  0.259
C (1.8872, -2.5822, 2.9103)  -0.822
C (2.4695, -3.6079, 1.9148)  -0.171
O (3.8072, -3.3838, 1.6052)  -0.626
C (1.5305, -3.4663, 0.7001)  -0.691
N (0.9580, -2.1317, 0.7794)  0.151
S (0.9782, -1.2042, -0.6168)  1.253
O (0.9716, 0.1693, -0.1809)  -0.787
O (2.0007, -1.6303, -1.5209)  -0.715
C (-0.6116, -1.6260, -1.2997)  0.164
C (-0.6811, -2.4597, -2.4008)  -0.433
C (-1.9189, -2.8319, -2.8878)  -0.997
C (-3.0811, -2.3668, -2.2797)  0.568
C (-2.9960, -1.4899, -1.1866)  -0.076
C (-1.7476, -1.1368, -0.6906)  -0.332
O (-4.1085, -0.9668, -0.5930)  -0.443
C (-5.2767, -1.0977, -1.3757)  -0.471
C (-5.3780, -2.5172, -1.9295)  -0.448
O (-4.2797, -2.7889, -2.7757)  -0.457
N (1.1321, 2.8241, 0.8551)  0.132
C (0.2521, 3.7454, 0.2876)  -0.060
C (0.5422, 5.0975, 0.1218)  -0.414
C (-0.3800, 5.9466, -0.4639)  -0.740
C (-1.6056, 5.4734, -0.8991)  -0.431
C (-1.9192, 4.1341, -0.7365)  -0.723
C (-0.9971, 3.2963, -0.1462)  0.733
F (-1.3282, 1.9945, 0.0365)  -0.070
H (3.4953, 2.0910, 2.9948)  0.360
H (3.7263, 1.5567, 1.3084)  0.297
H (0.4573, -0.9678, 2.4513)  0.246
H (1.0780, -3.0344, 3.4814)  0.391
H (2.6533, -2.2210, 3.5943)  0.342
H (2.4353, -4.6212, 2.3252)  0.443
H (3.8988, -2.4930, 1.2213)  0.427
H (2.0834, -3.5726, -0.2351)  0.409
H (0.7211, -4.2026, 0.7327)  0.343
H (0.2327, -2.8011, -2.8575)  0.560
H (-2.0165, -3.4883, -3.7372)  0.454
H (-1.6769, -0.4614, 0.1439)  0.434
H (-6.1161, -0.8651, -0.7195)  0.349
H (-5.2496, -0.3841, -2.2098)  0.297
H (-6.2745, -2.6466, -2.5371)  0.345
H (-5.3902, -3.2317, -1.0957)  0.289
H (0.9196, 1.8467, 0.6580)  0.241
H (1.4928, 5.4717, 0.4622)  0.463
H (-0.1330, 6.9902, -0.5832)  0.393
H (-2.3190, 6.1397, -1.3584)  0.378
H (-2.8688, 3.7322, -1.0532)  0.446

Max |F| (eV Å⁻¹): 0.98
Net charge: 0
SMILES: O=C(COC(=O)[C@@H]1C[C@H](O)CN1S(=O)(=O)c1ccc2c(c1)OCCO2)Nc1ccccc1F
HOMO-LUMO gap (eV): 9.05
Highest occupied orbital energy (eV): -8.569


Table of E_tot (Ha), in record order: -1683.54481, -3092.05799, -2022.33808